138
Properties=species:S:1:pos:R:3 method="wB97M-V/def2-TZVPD" spin_multiplicity=1 total_charge=0 smiles="O=C1C=C(O)C(=O)C=C1O.O=C1C=C(O)C(=O)C=C1O.O=C1C=C(O)C(=O)C=C1O.O=C1C=C(O)C(=O)C=C1O.O=C1C=C(O)C(=O)C=C1O.O=C1C=C(O)C(=O)C=C1O.O=C1C=C(O)C(=O)C=C1O.O=C1C=C(O)C(=O)C=C1O.O=C1C=C(O)C(=O)C=C1O.Fc1ccccc1" relative_energy_kcal_mol=0.00 orbital_gap_ha=0.2829
O 13.742 22.796 6.644
C 13.800 22.222 7.692
C 14.165 20.752 7.813
C 14.209 20.394 9.116
O 14.465 19.157 9.545
C 13.954 21.292 10.285
O 14.293 20.789 11.348
C 13.328 22.583 10.204
C 13.403 23.044 8.962
O 13.201 24.315 8.592
H 14.477 20.208 6.945
H 14.600 19.304 10.515
H 13.115 23.195 11.063
H 13.267 24.393 7.661
O 17.158 17.918 21.736
C 17.472 18.417 20.647
C 16.561 18.732 19.556
C 17.154 19.065 18.402
O 16.526 19.367 17.266
C 18.662 19.280 18.215
O 19.009 19.708 17.155
C 19.543 18.945 19.322
C 18.949 18.426 20.385
O 19.647 17.899 21.338
H 15.479 18.743 19.654
H 17.229 19.567 16.662
H 20.619 18.936 19.257
H 19.005 17.571 21.968
O 12.976 12.553 7.966
C 12.954 13.679 8.398
C 14.044 14.448 8.986
C 13.727 15.602 9.629
O 14.575 16.316 10.334
C 12.361 16.226 9.506
O 12.265 17.284 10.125
C 11.308 15.548 8.860
C 11.611 14.400 8.313
O 10.612 13.568 7.860
H 15.048 14.034 9.159
H 14.146 17.146 10.561
H 10.324 15.946 8.684
H 11.009 12.808 7.402
O 7.411 14.682 14.651
C 7.962 15.619 14.139
C 8.279 15.739 12.695
C 8.904 16.891 12.314
O 9.319 17.189 11.097
C 9.173 18.023 13.263
O 9.866 18.940 12.891
C 8.832 17.920 14.711
C 8.158 16.820 15.062
O 7.694 16.517 16.275
H 8.127 14.888 12.038
H 9.846 18.033 11.151
H 9.204 18.732 15.351
H 7.339 15.574 16.109
O 18.649 16.890 16.727
C 18.393 16.201 15.738
C 17.185 16.268 14.923
C 17.044 15.322 13.902
O 15.906 15.116 13.263
C 18.245 14.484 13.505
O 18.061 13.832 12.465
C 19.462 14.379 14.352
C 19.526 15.246 15.375
O 20.607 15.414 16.133
H 16.354 16.769 15.289
H 16.033 14.376 12.594
H 20.284 13.794 14.013
H 20.358 16.142 16.750
O 17.344 9.099 9.165
C 16.758 9.924 9.829
C 15.620 9.591 10.693
C 15.226 10.507 11.561
O 14.251 10.307 12.428
C 15.732 12.003 11.443
O 15.173 12.807 12.146
C 16.765 12.352 10.445
C 17.277 11.351 9.800
O 18.330 11.453 9.004
H 15.262 8.608 10.644
H 13.834 11.137 12.652
H 17.174 13.331 10.309
H 18.580 12.370 9.025
O 20.751 17.519 12.257
C 19.562 17.715 12.328
C 18.914 18.631 13.249
C 17.563 18.723 13.195
O 16.781 19.461 13.921
C 16.764 17.930 12.150
O 15.584 18.213 12.084
C 17.428 17.031 11.191
C 18.759 16.921 11.278
O 19.469 16.065 10.598
H 19.505 19.190 13.886
H 15.824 19.350 13.677
H 16.893 16.350 10.528
H 20.367 16.150 10.949
O 14.527 18.890 15.146
C 13.762 17.950 15.017
C 12.930 17.602 13.894
C 12.318 16.380 13.866
O 11.693 15.827 12.832
C 12.300 15.480 15.130
O 11.583 14.453 15.049
C 13.023 15.911 16.277
C 13.706 17.091 16.261
O 14.504 17.427 17.231
H 12.946 18.382 13.080
H 11.378 14.938 13.220
H 13.091 15.270 17.140
H 14.965 18.313 16.969
O 16.332 13.833 16.909
C 15.250 13.274 16.839
C 14.632 12.909 15.597
C 13.490 12.187 15.667
O 12.751 11.749 14.691
C 12.862 11.805 17.012
O 11.805 11.204 16.883
C 13.414 12.268 18.307
C 14.610 12.914 18.238
O 15.266 13.361 19.288
H 14.991 13.325 14.653
H 11.956 11.300 15.052
H 12.978 11.911 19.214
H 16.100 13.687 18.894
F 10.741 12.984 12.078
C 10.310 11.716 12.383
C 9.850 11.558 13.696
C 9.421 10.299 14.064
C 9.452 9.233 13.132
C 10.074 9.444 11.868
C 10.486 10.675 11.466
H 9.711 12.475 14.265
H 9.086 10.097 15.098
H 9.151 8.226 13.502
H 10.191 8.556 11.220
H 11.023 10.843 10.499